{"formula": "C5H14AlBNO4", "method": "ωB97M-V/def2-TZVPD", "symbols": ["H", "H", "C", "H", "O", "C", "H", "B", "Al", "H", "N", "O", "H", "H", "H", "H", "C", "H", "C", "O", "H", "H", "C", "H", "O", "H"], "coordinates": [[1.6279, -3.3120, -2.2799], [-0.2291, 2.4766, -2.6702], [-0.5887, 3.0425, -1.8101], [0.2148, 3.1027, -1.0815], [-1.6434, 1.3678, -0.3912], [-1.8254, 2.3479, -1.2849], [-1.9991, 0.6495, 2.1733], [1.0319, -3.3244, -0.4197], [0.8758, -1.1856, 0.0448], [1.0714, -4.5980, 1.1098], [2.3996, -0.6923, 1.0568], [0.4746, -4.3338, 0.4035], [-0.8654, 4.0472, -2.1237], [-1.6846, -1.1524, 0.4920], [0.2716, 1.6050, 0.4039], [3.1202, -1.4052, 0.9926], [-0.7695, 1.6084, 0.7370], [0.7805, -0.3212, -1.3617], [-0.8232, -0.8923, 1.1170], [1.7438, -3.8580, -1.4977], [-0.2848, 0.6137, 2.5555], [2.8532, 0.1604, 0.7432], [-1.0014, 0.4974, 1.7353], [-0.7999, -1.6290, 1.9308], [-2.9214, 2.5927, -1.7176], [-1.0295, 2.5925, 1.1428]], "forces_ev_per_a": [[0.44, 0.36, 0.19], [0.00, -0.03, 0.05], [-0.06, 0.26, 0.17], [0.02, -0.09, -0.02], [-0.41, 0.21, 0.25], [0.34, -0.09, -0.07], [0.01, -0.04, 0.00], [-0.04, 0.03, 0.03], [-0.26, -0.08, -0.05], [-0.12, 0.01, 0.09], [0.01, -0.04, -0.23], [0.42, -0.08, 0.03], [0.01, -0.05, -0.10], [0.00, 0.06, 0.01], [-0.02, -0.03, -0.04], [0.01, 0.04, 0.10], [0.14, -0.07, -0.15], [0.11, 0.09, -0.01], [0.29, 0.00, 0.06], [-0.60, -0.40, -0.22], [0.06, 0.15, -0.11], [-0.03, 0.02, 0.07], [-0.27, -0.15, 0.03], [-0.05, -0.01, -0.04], [-0.13, -0.06, -0.11], [0.11, -0.02, 0.08]], "lumo_ev": 3.335, "spin_multiplicity": 1, "e_homo_ev": -4.05, "total_charge": -1}

=====

{"formula": "C5H9NOS", "method": "ωB97M-V/def2-TZVPD", "symbols": ["H", "C", "H", "C", "H", "H", "H", "C", "S", "H", "C", "O", "H", "N", "H", "C", "H"], "coordinates": [[-0.4682, 1.8818, 0.8429], [1.2306, 0.1407, 2.3226], [2.7317, -1.6142, 0.8814], [-0.7921, 0.3107, -0.6916], [-2.6634, 1.5820, -0.6430], [0.7109, 0.8464, 2.9490], [-2.9340, 0.1210, -1.4796], [-2.1482, 0.9014, -1.3222], [3.2944, -1.5982, 2.1063], [-0.1270, -0.7708, -2.6685], [-0.1170, -0.8914, -1.5089], [0.9445, 0.1173, 0.8564], [-0.8573, -1.8231, -1.4119], [2.2628, -0.3376, 2.8252], [-1.9860, 1.4428, -2.3525], [-0.0055, 0.8823, 0.3373], [0.9237, -1.1907, -1.0430]], "forces_ev_per_a": [[1.66, -2.50, -0.76], [0.74, 1.14, -2.89], [0.15, -0.08, 0.03], [1.65, 0.81, -0.69], [0.44, 0.30, 0.05], [-0.85, 0.27, -0.41], [1.06, 0.15, -0.02], [1.31, 0.05, -0.69], [-1.30, 1.69, 0.23], [0.42, 0.36, 2.15], [-1.46, -1.44, 0.62], [2.27, -0.54, 3.63], [1.66, 1.69, 0.07], [0.81, -2.36, -0.15], [-0.16, -1.07, 1.98], [-6.20, 0.85, -1.81], [-2.20, 0.67, -1.32]], "smiles": "CC(C)=CO/C=N\\S", "lumo_ev": 0.604, "spin_multiplicity": 1, "relative_energy_kj_mol": 412.2, "e_homo_ev": -8.38}

=====

{"formula": "C5H6N4", "method": "ωB97M-V/def2-TZVPD", "symbols": ["H", "C", "H", "C", "N", "C", "H", "N", "N", "C", "N", "H", "H", "C", "H"], "coordinates": [[0.4374, 1.2556, 2.1274], [1.5164, 0.5712, -0.7012], [-1.8099, -2.1708, 0.1202], [-0.0870, -0.6493, 0.7920], [-1.8279, 1.9914, -0.3337], [-0.4078, -0.2063, -0.4816], [2.4747, 0.8767, -1.3388], [1.4536, 1.0509, 0.4474], [0.7695, 0.4638, 1.5331], [-1.4614, -1.0209, 0.1752], [0.7623, -0.5049, -1.2407], [0.6736, -1.6122, 0.9183], [-2.4385, -0.7109, 0.5986], [-1.0018, 1.1507, -0.3756], [0.9468, -0.4850, -2.2406]], "forces_ev_per_a": [[-0.36, -1.18, -0.79], [4.27, -0.63, -2.11], [2.17, 2.23, -0.55], [2.54, -2.53, 5.88], [2.80, -2.05, 0.00], [-1.75, -0.07, -3.00], [-2.46, -0.22, 1.12], [1.05, 1.04, 2.61], [-1.26, -0.25, -1.67], [-2.16, -4.14, 2.55], [0.76, 1.37, -1.04], [-2.37, 2.66, -0.83], [0.99, 1.40, -0.84], [-2.84, 2.41, -1.19], [-1.36, -0.04, -0.15]], "smiles": "N#C[C@]12C[C@@H]1NN=CN2", "lumo_ev": 0.833, "spin_multiplicity": 1, "relative_energy_kj_mol": 573.9, "e_homo_ev": -8.80}

=====

{"formula": "C6H15N3", "method": "ωB97M-V/def2-TZVPD", "symbols": ["C", "H", "C", "H", "H", "N", "H", "H", "H", "C", "H", "N", "C", "H", "H", "H", "H", "H", "H", "H", "C", "N", "C", "H"], "coordinates": [[-0.8180, 0.3900, 1.6917], [0.3413, 2.2715, -0.9953], [0.3135, -2.2637, -0.2992], [-0.7013, 2.9628, 0.2359], [0.1002, 0.5045, 2.2747], [-1.8254, 0.6800, -0.5567], [-0.1072, -3.1003, 0.2395], [-1.9584, -1.4461, -0.8373], [1.0959, -1.5542, 1.4218], [-1.3421, -0.5711, -1.0092], [0.5566, -2.4319, -1.3388], [1.9475, -0.1187, -1.3471], [1.6442, -0.3025, -0.0020], [2.2313, 0.2616, 0.7082], [-0.9072, -0.5412, -2.0030], [-2.7030, 0.6613, -0.0448], [0.8902, 2.3054, 0.6902], [1.1811, -0.3746, -1.9580], [2.2323, 0.8301, -1.5442], [-1.5895, 1.0013, 2.1891], [-0.6387, 0.8181, 0.2613], [1.1736, -1.4835, 0.4186], [0.0218, 2.1541, 0.0439], [-1.1389, -0.6529, 1.7607]], "forces_ev_per_a": [[-0.02, 0.00, -0.05], [-0.02, -0.01, 0.03], [0.08, 0.23, 0.02], [0.02, -0.07, 0.00], [0.00, 0.01, -0.03], [-0.12, 0.14, 0.04], [0.03, 0.00, 0.03], [0.03, 0.03, 0.02], [0.01, 0.01, -0.04], [0.36, 0.36, 0.45], [0.02, 0.05, -0.02], [-0.07, -0.04, 0.01], [-0.19, -0.35, 0.11], [-0.01, 0.00, 0.02], [-0.02, 0.01, 0.03], [0.09, -0.04, -0.02], [-0.02, -0.02, 0.00], [-0.02, -0.02, 0.05], [-0.01, -0.04, 0.03], [0.04, -0.03, -0.05], [-0.11, -0.56, -0.41], [-0.09, 0.37, -0.16], [0.00, -0.02, -0.02], [0.01, 0.00, -0.02]], "lumo_ev": [0.808, 0.808], "spin_multiplicity": 1, "relative_energy_kj_mol": 549.6, "e_homo_ev": [-6.39, -6.39]}

=====

| no. | electronic energy (Ha) |
| --- | --- |
| 1 | -822.05937 |
| 2 | -723.96280 |
| 3 | -412.90506 |
| 4 | -401.67793 |